Density functional theory data (the ωB97M-V functional and the def2-TZVPD basis) for a molecular structure, C14H25N2O6Tb.

```
48
Properties=species:S:1:pos:R:3:forces:R:3:mulliken_spin:R:1
Tb -0.505 -1.195 -0.385 -1.3 1.2 0.6 5.97
C 2.613 -1.150 -1.748 -2.4 0.5 -0.5 0.00
O 1.717 -1.435 -0.602 0.8 -0.5 0.5 -0.01
C 2.434 -2.135 0.501 -0.5 0.5 -0.7 0.00
C 1.663 -1.914 1.794 1.1 -1.0 1.5 0.00
O 0.280 -2.237 1.687 -0.9 -0.1 -1.3 0.01
C -0.219 -3.603 1.704 1.8 -1.3 -0.7 0.00
C -1.657 -3.529 1.365 -0.8 -0.3 0.1 0.00
O -1.718 -3.108 -0.010 -0.4 0.1 -1.3 0.04
C -2.472 -3.970 -0.921 -0.1 0.9 -1.8 0.00
H 3.165 -0.246 -1.569 0.1 0.4 0.1 0.00
H 1.906 -1.040 -2.620 1.1 0.0 0.8 0.00
H 3.255 -1.977 -1.856 0.7 -1.0 -0.3 0.00
H 3.414 -1.644 0.499 0.0 -0.5 0.5 0.00
H 2.477 -3.199 0.226 0.3 0.3 0.1 0.00
H 1.673 -0.847 2.116 0.2 -0.9 -0.1 0.00
H 2.103 -2.602 2.604 -0.3 1.3 -1.0 0.00
H 0.007 -4.073 2.637 -0.2 0.1 1.0 0.00
H 0.298 -4.286 0.975 -0.2 0.9 0.2 0.00
H -2.066 -2.699 1.962 -0.6 -0.7 0.0 0.00
H -2.207 -4.510 1.381 0.6 1.0 0.8 0.00
H -2.726 -3.359 -1.871 0.0 -0.7 1.8 0.00
H -3.353 -4.400 -0.428 0.2 0.4 -0.2 0.00
H -1.834 -4.748 -1.328 0.2 -0.3 0.5 0.00
C -1.568 3.962 -2.451 -1.1 -0.1 0.2 0.00
C -0.276 3.886 -1.613 -1.0 1.0 0.1 0.00
C -0.227 2.870 -0.448 -1.1 -0.3 -2.0 -0.01
C 1.196 2.965 0.039 0.9 -0.5 2.1 0.00
C 1.690 2.066 1.241 -0.1 2.0 -1.0 0.00
C -1.338 3.170 0.520 -1.5 2.0 1.1 0.00
O -2.029 4.169 0.557 1.6 -2.0 0.2 0.00
N -1.500 2.077 1.465 -0.6 1.8 1.1 0.00
C -1.678 0.886 0.925 -0.2 -0.5 0.8 0.00
O -1.672 -0.203 1.570 0.0 0.2 -1.1 0.00
N -1.686 0.840 -0.434 0.5 -1.2 -0.8 0.00
C -0.610 1.498 -0.975 0.8 -1.6 1.0 0.01
O 0.125 0.699 -1.629 0.2 1.1 -0.6 0.00
H -1.431 3.690 -3.488 0.4 0.1 -0.3 0.00
H -2.140 4.927 -2.430 1.0 -0.7 0.2 0.00
H -2.307 3.226 -2.105 0.1 0.1 0.1 0.00
H -0.163 4.829 -1.078 0.2 0.2 -0.3 0.00
H 0.612 3.732 -2.205 0.1 0.0 -0.4 0.00
H 1.378 4.014 0.288 0.0 -0.1 0.0 0.00
H 1.793 2.751 -0.822 0.6 -0.2 -0.5 0.00
H 1.214 2.345 2.171 0.0 0.2 0.3 0.00
H 2.780 2.163 1.326 -0.4 0.0 0.1 0.00
H 1.445 1.059 1.057 -0.2 -1.6 -0.3 0.00
H -1.857 2.286 2.405 0.3 -0.2 -0.4 0.00
```
Forces are in eV/Å.

The LUMO energy (spin up / spin down) is -7.109 / -6.523 eV. As for the expectation value of S²: 12.7045. As for the total charge: +2. As for the HOMO energy (spin up / spin down): -16.358 / -16.355 eV. The spin multiplicity is 7. The calculation puts the gap between HOMO and LUMO (spin up / spin down) at 9.25 / 9.83 eV.

---

Density functional theory data (the ωB97M-V functional and the def2-TZVPD basis) for 3 unconnected molecules or ions with the total composition C14H25N3O8S4.

```
54
Properties=species:S:1:pos:R:3:forces:R:3:nbo_charge:R:1
O -2.216 2.013 2.052 -0.1 2.8 0.2 -0.80
C -2.188 3.308 2.097 2.4 -0.7 0.2 0.84
O -0.970 3.966 2.198 -4.4 -1.4 -0.5 -0.90
N -3.501 4.017 1.980 2.2 -0.3 -1.9 -0.72
C -3.531 4.424 0.551 -0.1 -0.7 1.0 -0.25
C -4.945 4.061 -0.184 1.2 -0.1 -0.8 -0.43
C -4.642 2.978 -1.360 -0.4 0.1 1.2 -0.52
S -4.182 3.855 -2.957 1.3 0.2 0.9 0.15
C -2.526 4.643 -2.619 -0.4 0.5 0.8 -0.13
S -2.364 6.318 -2.748 0.0 -2.1 0.4 -0.12
N -1.416 3.737 -2.273 -0.7 -0.5 -1.5 -0.46
C -1.236 2.662 -3.236 4.5 -1.3 4.3 -0.15
C -0.056 1.932 -2.566 -2.7 2.6 -0.5 -0.10
N 0.356 2.572 -1.332 -3.2 2.1 -2.3 -0.49
C -0.490 3.715 -1.172 0.4 -3.1 -2.8 0.19
H -2.736 3.803 0.010 -1.0 1.1 0.2 0.17
H -3.261 5.540 0.401 -0.5 -1.0 -0.1 0.14
H -5.682 3.581 0.542 1.0 0.8 -0.8 0.22
H -5.339 4.998 -0.708 0.1 -1.2 0.8 0.19
H -5.614 2.376 -1.542 1.6 0.8 -0.2 0.20
H -3.785 2.280 -1.057 -1.3 0.9 -0.4 0.25
H -1.803 2.461 -4.200 0.7 0.7 1.9 0.24
H 0.422 0.989 -2.984 -0.6 1.5 0.9 0.19
H -0.539 4.492 -0.342 0.1 -1.5 -1.0 0.29
O 3.239 -1.402 -0.009 -0.1 -0.2 0.5 -0.94
S 3.697 -1.086 1.319 0.2 1.5 0.4 2.37
O 2.912 -1.393 2.486 0.3 -0.2 -0.8 -0.92
O 4.132 0.466 1.372 0.7 -1.7 0.0 -0.73
C 3.170 1.469 1.007 -1.4 0.9 -0.1 -0.09
C 2.110 1.647 2.080 0.0 -0.2 0.0 -0.65
C 5.309 -1.782 1.546 0.2 0.0 0.0 -0.88
H 2.717 1.233 0.040 0.1 -0.1 0.1 0.21
H 3.716 2.408 0.887 0.3 -0.3 0.0 0.19
H 1.503 0.747 2.188 -0.1 0.2 -0.1 0.23
H 1.440 2.473 1.832 -0.1 0.0 0.0 0.29
H 2.575 1.843 3.050 0.0 0.1 -0.1 0.19
H 5.930 -1.532 0.687 -0.1 0.0 0.1 0.24
H 5.194 -2.863 1.625 -0.1 0.1 0.0 0.24
H 5.738 -1.387 2.467 -0.1 0.0 -0.1 0.25
O -0.898 -5.989 -1.561 0.1 -0.1 0.6 -0.93
S -0.196 -6.495 -0.412 0.8 0.4 0.2 2.37
O -0.788 -6.497 0.900 0.0 0.0 -0.8 -0.93
O 1.257 -5.793 -0.332 -0.7 -1.2 -0.2 -0.73
C 1.328 -4.362 -0.278 -0.1 1.3 0.3 -0.08
C 0.906 -3.823 1.076 -0.3 -0.1 0.1 -0.64
C 0.366 -8.137 -0.762 0.2 -0.1 -0.1 -0.88
H 0.733 -3.920 -1.083 0.0 -0.2 0.0 0.20
H 2.370 -4.088 -0.461 -0.1 -0.3 -0.1 0.20
H -0.149 -4.024 1.270 0.1 0.0 0.0 0.22
H 1.054 -2.743 1.126 0.1 -0.1 -0.1 0.25
H 1.479 -4.300 1.875 0.0 0.1 -0.1 0.20
H 0.848 -8.149 -1.739 0.0 0.1 0.1 0.24
H -0.507 -8.791 -0.766 0.0 0.2 0.0 0.25
H 1.058 -8.448 0.020 -0.1 0.1 0.0 0.25
```
Forces are in eV/Å.

The LUMO energy is 3.149 eV. As for the total charge: -2. As for the HOMO energy: 1.262 eV. The spin multiplicity is 1. The calculation puts the gap between HOMO and LUMO at 1.89 eV.

---

Density functional theory data (the ωB97M-V functional and the def2-TZVPD basis) for 3 unconnected molecules or ions with the total composition C14H25N3O9S.

```
52
Properties=species:S:1:pos:R:3:forces:R:3:nbo_charge:R:1
C -3.924 -1.494 -2.888 -0.3 0.1 -0.1 -0.32
C -2.674 -1.134 -2.636 -0.2 0.0 -0.2 -0.25
C -1.524 -2.078 -2.859 -0.3 0.4 -1.0 0.35
N -1.459 -3.066 -1.793 0.1 0.3 0.0 -0.56
C -1.117 -2.734 -0.678 0.4 0.2 0.2 0.89
O -0.753 -2.434 0.385 -0.2 -0.3 -0.1 -0.49
O -1.726 -2.755 -4.105 0.2 -0.1 0.0 -0.68
S -0.329 -3.243 -4.741 -0.1 -0.7 0.1 2.55
O -0.166 -2.702 -6.039 -0.2 0.3 0.1 -0.88
O -0.198 -4.641 -4.543 0.1 0.1 0.1 -0.89
O 0.593 -2.488 -3.674 0.2 0.2 0.0 -0.70
C -0.167 -1.398 -3.108 -0.1 -0.1 -0.4 0.34
O -0.376 -0.418 -4.041 0.2 0.2 0.3 -0.52
C 0.715 0.506 -4.198 -0.3 0.4 -0.2 -0.09
C 0.719 0.999 -5.650 -0.2 0.0 0.0 0.07
C 0.031 2.354 -5.783 -0.3 -0.4 0.0 -0.62
O 2.022 1.045 -6.218 0.0 0.0 -0.1 -0.71
H -4.179 -2.240 -3.632 0.1 -0.7 0.6 0.22
H -4.751 -1.017 -2.377 0.0 0.6 -0.6 0.21
H -2.465 -0.123 -2.303 0.2 -0.3 0.9 0.23
H 0.380 -1.048 -2.231 0.0 -0.2 0.1 0.20
H 0.510 1.350 -3.533 0.3 -0.1 0.1 0.19
H 1.667 0.043 -3.927 -0.1 -0.1 -0.1 0.18
H 0.123 0.281 -6.221 0.2 -0.2 0.0 0.19
H -0.259 2.523 -6.820 0.2 0.2 0.0 0.22
H -0.902 2.321 -5.213 0.1 0.1 0.1 0.20
H 0.671 3.161 -5.427 0.0 0.0 0.0 0.21
H 2.690 0.892 -5.546 0.0 0.0 0.0 0.47
C 0.993 0.032 2.588 0.2 -0.3 -0.2 -0.42
N 1.781 0.629 1.525 -0.1 0.1 0.0 -0.61
C 1.657 1.863 0.975 0.0 0.0 0.0 0.68
C 0.579 2.762 1.535 0.0 0.1 0.0 -0.72
O 2.389 2.221 0.065 0.0 0.0 -0.1 -0.64
H 1.633 -0.231 3.430 -0.1 0.1 0.1 0.22
H 0.510 -0.875 2.219 -0.1 0.0 0.1 0.20
H 0.230 0.717 2.938 0.0 0.0 0.0 0.21
H 2.524 0.081 1.119 0.0 0.0 0.0 0.40
H 0.608 3.703 0.995 0.0 0.0 0.0 0.24
H -0.407 2.312 1.411 0.0 0.0 0.1 0.22
H 0.750 2.954 2.595 -0.1 0.0 0.0 0.24
C 0.134 -1.012 8.211 0.2 -0.1 -0.1 -0.41
N 0.955 -0.458 7.152 -0.1 0.0 0.0 -0.62
C 0.874 0.771 6.577 0.0 0.0 0.0 0.68
C -0.200 1.706 7.085 0.0 0.0 0.0 -0.72
O 1.643 1.095 5.688 0.0 0.0 0.0 -0.64
H 0.750 -1.274 9.072 -0.1 0.0 0.1 0.20
H -0.374 -1.914 7.867 -0.1 0.0 0.0 0.20
H -0.614 -0.294 8.527 0.0 0.0 0.0 0.21
H 1.692 -1.032 6.772 0.0 0.0 0.0 0.40
H -0.130 2.635 6.529 0.0 0.0 0.0 0.24
H -1.192 1.277 6.936 0.0 0.0 0.1 0.23
H -0.062 1.918 8.146 -0.1 0.0 0.0 0.23
```
Forces are in eV/Å.

The SMILES is C=C[C@@]1(N=C=O)OS(=O)(=O)O[C@H]1OC[C@@H](C)O.CNC(C)=O.CNC(C)=O. The LUMO energy is 0.331 eV. As for the HOMO energy: -9.427 eV. The spin multiplicity is 1. The calculation puts the gap between HOMO and LUMO at 9.76 eV.

---

Repeat the first record exactly.
Density functional theory data (the ωB97M-V functional and the def2-TZVPD basis) for a molecular structure, C14H25N2O6Tb.

```
48
Properties=species:S:1:pos:R:3:forces:R:3:mulliken_spin:R:1
Tb -0.505 -1.195 -0.385 -1.3 1.2 0.6 5.97
C 2.613 -1.150 -1.748 -2.4 0.5 -0.5 0.00
O 1.717 -1.435 -0.602 0.8 -0.5 0.5 -0.01
C 2.434 -2.135 0.501 -0.5 0.5 -0.7 0.00
C 1.663 -1.914 1.794 1.1 -1.0 1.5 0.00
O 0.280 -2.237 1.687 -0.9 -0.1 -1.3 0.01
C -0.219 -3.603 1.704 1.8 -1.3 -0.7 0.00
C -1.657 -3.529 1.365 -0.8 -0.3 0.1 0.00
O -1.718 -3.108 -0.010 -0.4 0.1 -1.3 0.04
C -2.472 -3.970 -0.921 -0.1 0.9 -1.8 0.00
H 3.165 -0.246 -1.569 0.1 0.4 0.1 0.00
H 1.906 -1.040 -2.620 1.1 0.0 0.8 0.00
H 3.255 -1.977 -1.856 0.7 -1.0 -0.3 0.00
H 3.414 -1.644 0.499 0.0 -0.5 0.5 0.00
H 2.477 -3.199 0.226 0.3 0.3 0.1 0.00
H 1.673 -0.847 2.116 0.2 -0.9 -0.1 0.00
H 2.103 -2.602 2.604 -0.3 1.3 -1.0 0.00
H 0.007 -4.073 2.637 -0.2 0.1 1.0 0.00
H 0.298 -4.286 0.975 -0.2 0.9 0.2 0.00
H -2.066 -2.699 1.962 -0.6 -0.7 0.0 0.00
H -2.207 -4.510 1.381 0.6 1.0 0.8 0.00
H -2.726 -3.359 -1.871 0.0 -0.7 1.8 0.00
H -3.353 -4.400 -0.428 0.2 0.4 -0.2 0.00
H -1.834 -4.748 -1.328 0.2 -0.3 0.5 0.00
C -1.568 3.962 -2.451 -1.1 -0.1 0.2 0.00
C -0.276 3.886 -1.613 -1.0 1.0 0.1 0.00
C -0.227 2.870 -0.448 -1.1 -0.3 -2.0 -0.01
C 1.196 2.965 0.039 0.9 -0.5 2.1 0.00
C 1.690 2.066 1.241 -0.1 2.0 -1.0 0.00
C -1.338 3.170 0.520 -1.5 2.0 1.1 0.00
O -2.029 4.169 0.557 1.6 -2.0 0.2 0.00
N -1.500 2.077 1.465 -0.6 1.8 1.1 0.00
C -1.678 0.886 0.925 -0.2 -0.5 0.8 0.00
O -1.672 -0.203 1.570 0.0 0.2 -1.1 0.00
N -1.686 0.840 -0.434 0.5 -1.2 -0.8 0.00
C -0.610 1.498 -0.975 0.8 -1.6 1.0 0.01
O 0.125 0.699 -1.629 0.2 1.1 -0.6 0.00
H -1.431 3.690 -3.488 0.4 0.1 -0.3 0.00
H -2.140 4.927 -2.430 1.0 -0.7 0.2 0.00
H -2.307 3.226 -2.105 0.1 0.1 0.1 0.00
H -0.163 4.829 -1.078 0.2 0.2 -0.3 0.00
H 0.612 3.732 -2.205 0.1 0.0 -0.4 0.00
H 1.378 4.014 0.288 0.0 -0.1 0.0 0.00
H 1.793 2.751 -0.822 0.6 -0.2 -0.5 0.00
H 1.214 2.345 2.171 0.0 0.2 0.3 0.00
H 2.780 2.163 1.326 -0.4 0.0 0.1 0.00
H 1.445 1.059 1.057 -0.2 -1.6 -0.3 0.00
H -1.857 2.286 2.405 0.3 -0.2 -0.4 0.00
```
Forces are in eV/Å.

The LUMO energy (spin up / spin down) is -7.109 / -6.523 eV. As for the expectation value of S²: 12.7045. As for the total charge: +2. As for the HOMO energy (spin up / spin down): -16.358 / -16.355 eV. The spin multiplicity is 7. The calculation puts the gap between HOMO and LUMO (spin up / spin down) at 9.25 / 9.83 eV.

---

> What is the formula in the first record?

C14H25N2O6Tb

---

> Which formula does entry 2 have?

C14H25N3O8S4